Molecular formula: C31H53BN13O3
Method: DFT, the ωB97M-V functional and the def2-TZVPD basis

Structure (XYZ):
```
101
Properties=species:S:1:pos:R:3:lowdin_charge:R:1
C -1.10966 3.68946 1.04327 -0.044
C -0.31379 2.82327 0.08159 -0.166
O 1.06598 2.59580 0.50603 0.127
B 1.30502 1.52708 1.26717 -0.704
O 0.39325 0.97871 2.12982 0.195
N 2.74585 0.99193 1.13884 0.120
C 3.45395 1.25152 2.45241 -0.077
C 3.19323 -0.01260 3.23445 -0.115
C 3.39109 -1.07739 2.14924 -0.084
C 2.84300 -0.50351 0.84568 -0.195
N 1.52609 -0.87671 0.34258 -0.078
C 1.48652 -0.87314 -1.11858 -0.037
C 1.04385 -2.14973 0.83074 -0.424
C -0.36241 -2.17883 1.33481 0.047
O 1.76159 -3.12665 0.78215 0.100
H -2.11996 3.30485 1.12569 0.053
H -1.18878 4.71075 0.69136 0.058
H -0.68287 3.67911 2.04031 0.082
H -0.81344 1.87030 -0.05923 0.119
H -0.23694 3.31565 -0.87996 0.103
H 0.47900 1.25206 3.04334 0.127
H 3.19860 1.46871 0.36364 0.185
H 4.49710 1.46133 2.25672 0.095
H 3.05673 2.16189 2.89946 0.142
H 3.91479 -0.12143 4.03210 0.129
H 2.17278 -0.08652 3.59284 0.111
H 3.15028 -2.10158 2.39081 0.114
H 4.47267 -1.09771 1.98998 0.107
H 3.56802 -0.61306 0.04413 0.136
H 1.85854 0.05824 -1.52483 0.078
H 0.45442 -0.98511 -1.43123 0.068
H 2.04401 -1.70055 -1.56033 0.097
H -0.98917 -2.45372 0.48500 0.075
H -0.47582 -2.94826 2.08775 0.098
H -0.69353 -1.21217 1.68354 0.075
C 1.25069 6.77653 -1.45591 -0.076
C 0.01368 6.15070 -1.88600 -0.288
N -0.97282 5.65532 -2.19668 0.144
H 1.14073 7.85904 -1.42889 0.083
H 1.51827 6.44917 -0.45283 0.063
H 2.07356 6.54199 -2.12899 0.083
C -2.83221 -3.76749 -1.74551 -0.068
C -2.24768 -2.49891 -2.14439 -0.278
N -1.88377 -1.46237 -2.47429 0.137
H -2.55975 -4.56845 -2.43071 0.088
H -2.51175 -4.04719 -0.74355 0.076
H -3.91462 -3.68101 -1.72774 0.049
C 3.12328 -0.30076 -4.64485 -0.060
C 3.82471 -0.05944 -3.39793 -0.285
N 4.35919 0.12350 -2.39852 0.139
H 2.56746 0.58343 -4.95076 0.096
H 3.83019 -0.53892 -5.43661 0.057
H 2.42348 -1.12953 -4.54073 0.086
C -6.98851 -1.92482 -1.36071 -0.056
C -6.20205 -2.75588 -0.46470 -0.292
N -5.58171 -3.40744 0.24824 0.143
H -6.61270 -0.90325 -1.35260 0.088
H -6.94379 -2.30379 -2.38032 0.086
H -8.03283 -1.90868 -1.05498 0.087
C -5.58113 2.22265 2.56949 -0.108
C -4.98407 3.43675 2.03170 -0.279
N -4.53581 4.40129 1.60220 0.127
H -5.20928 1.34502 2.04449 0.046
H -5.34713 2.11731 3.62714 0.082
H -6.66312 2.24305 2.45894 0.070
C 4.40860 -4.70727 0.27660 -0.069
C 5.71444 -4.93176 0.87573 -0.277
N 6.74776 -5.06263 1.35486 0.132
H 4.51053 -4.30484 -0.73012 0.087
H 3.83446 -5.62959 0.21477 0.091
H 3.83561 -3.99624 0.86462 0.038
C -7.65833 -6.33436 -1.19562 -0.075
C -8.71245 -5.53766 -1.80179 -0.288
N -9.53532 -4.89479 -2.27464 0.131
H -7.19256 -5.79792 -0.36995 0.059
H -8.04613 -7.27580 -0.81112 0.084
H -6.88106 -6.56739 -1.92128 0.082
C -1.76406 8.48138 0.66492 -0.061
C -0.53964 8.00019 1.28532 -0.289
N 0.42229 7.60569 1.76953 0.133
H -1.58295 8.77156 -0.36851 0.081
H -2.52518 7.70271 0.67160 0.086
H -2.14912 9.34572 1.20233 0.085
C 7.70625 0.07941 -4.92414 -0.066
C 6.58697 0.51550 -5.74311 -0.274
N 5.70712 0.87172 -6.38652 0.140
H 7.81411 0.72396 -4.05399 0.084
H 7.55300 -0.94124 -4.57888 0.082
H 8.63189 0.11301 -5.49530 0.086
C -8.04941 -2.57505 3.01377 -0.057
C -7.39548 -1.36012 2.55801 -0.252
N -6.86901 -0.41152 2.18669 0.160
H -7.84802 -3.39278 2.32388 0.070
H -7.68316 -2.85925 3.99819 0.088
H -9.12622 -2.42998 3.07656 0.088
C 7.76146 -1.59057 1.98350 -0.065
C 7.20135 -0.25797 2.15142 -0.263
N 6.78027 0.80079 2.28891 0.143
H 7.48909 -2.23087 2.82047 0.085
H 7.39527 -2.05037 1.06718 0.073
H 8.84714 -1.54143 1.93080 0.091
```

Output
HOMO = -12.53 eV
Multiplicity = 1
Total charge = +1
Lowest unoccupied orbital energy = -1.909 eV

=====

Molecular formula: C3H10N2O4PS
Method: DFT, the ωB97M-V functional and the def2-TZVPD basis

Structure (XYZ):
```
21
Properties=species:S:1:pos:R:3:nbo_charge:R:1
C 1.62323 -1.46866 -0.89341 -0.432
N 0.33050 -1.13768 -0.21189 0.005
O -0.09817 -2.13145 0.69153 -0.574
N 0.72867 -0.07840 0.75736 -0.109
O 0.77761 1.18285 0.27822 -0.309
C -0.43132 1.63243 -0.36286 -0.124
C -1.66242 1.54658 0.53981 -0.120
O -1.88690 0.18520 0.68822 -0.831
P -3.20570 -0.64336 0.26016 1.880
O -2.92670 -2.07779 0.39007 -1.005
S -4.79210 0.36190 -0.13881 -0.357
H 1.60109 -2.46092 -1.21026 0.254
H 2.39800 -1.16017 -0.24247 0.168
H 1.65300 -0.83068 -1.72557 0.231
H -0.90487 -2.46344 0.19864 0.534
H -0.00690 -0.22229 1.49569 0.457
H 1.63264 -0.35895 0.97421 0.416
H -0.18026 2.66030 -0.56208 0.242
H -0.68120 1.23664 -1.35608 0.220
H -2.55429 2.05924 0.24201 0.245
H -1.46287 2.00346 1.49468 0.210
```

Output
HOMO = -13.72 eV
Multiplicity = 1
Structure (SMILES) = CN(O)[NH2+]OCCOP(=O)=S
Relative energy (zero: lowest compared OMol25 entry of this formula, charge and spin) = 0.0 kJ/mol
Total charge = +1
Lowest unoccupied orbital energy = -3.699 eV

=====

Molecular formula: C2H6OSi
Method: DFT, the ωB97M-V functional and the def2-TZVPD basis

Structure (XYZ):
```
10
Properties=species:S:1:pos:R:3:nbo_charge:R:1
C -1.89292 0.31944 0.08868 0.203
C 1.20583 -0.38133 0.52006 -1.176
O -2.98826 0.51455 -0.40423 -0.528
Si 0.47230 -0.11496 -1.28250 0.821
H -1.36198 -0.70554 0.29778 0.126
H -1.35068 1.23205 0.47744 0.113
H 0.53313 0.04160 1.15493 0.219
H 1.66045 -1.32876 0.70997 0.256
H 2.07121 0.35143 0.68513 0.244
H 1.65092 0.07150 -2.24726 -0.278
```

Output
HOMO = -8.41 eV
Multiplicity = 1
Relative energy (zero: lowest compared OMol25 entry of this formula, charge and spin) = 426.1 kJ/mol
Lowest unoccupied orbital energy = -1.102 eV

=====

Molecular formula: C10H21NOSi
Method: DFT, the ωB97M-V functional and the def2-TZVPD basis

Structure (XYZ):
```
34
Properties=species:S:1:pos:R:3:nbo_charge:R:1
C 3.14182 0.32658 -0.21612 -0.613
C 1.73119 0.16639 -0.84288 -0.907
Si 0.64127 1.52182 -1.08772 1.513
C -1.10774 1.06024 -1.61007 -0.892
C -1.16341 -0.39028 -2.04845 -0.608
C 0.91724 3.37466 -1.19148 -0.898
C 0.38186 4.00886 0.15081 -0.597
H 3.26113 0.04476 0.82084 0.193
H 3.75085 -0.11265 -0.86746 0.202
H 3.31936 1.36488 -0.21139 0.188
H 1.52275 -0.80534 -1.22272 0.222
H -1.79625 1.05524 -0.75167 0.239
H -1.42010 1.83259 -2.31802 0.221
H -2.10028 -0.61864 -2.55208 0.211
H -0.21504 -0.72691 -2.53822 0.212
H -1.22509 -0.93760 -1.10054 0.211
H 2.05614 3.51542 -1.31474 0.243
H 0.31410 3.86862 -1.95938 0.247
H 0.94306 3.65797 1.03390 0.207
H 0.33558 5.01967 0.13906 0.205
H -0.68179 3.78035 0.27138 0.202
C -1.93220 -3.77502 2.33324 -0.594
C -1.03526 -3.32776 1.15471 -0.388
C 0.30254 -2.72204 1.59107 -0.135
N 0.19643 -1.55081 2.36511 -0.826
C 1.35802 -3.44450 1.12571 0.647
O 2.18562 -4.03760 0.47040 -0.480
H -2.89363 -4.18879 1.95884 0.209
H -2.29147 -2.96429 3.00326 0.202
H -1.40776 -4.41765 2.85341 0.194
H -1.69178 -2.75425 0.54335 0.206
H -0.75070 -4.14568 0.47797 0.206
H -0.01922 -1.68013 3.39348 0.375
H 1.00402 -0.93218 2.21726 0.385
```

Output
HOMO = -7.49 eV
Multiplicity = 1
Structure (SMILES) = CC=[Si](CC)CC.CCC(N)=C=O
Relative energy (zero: lowest compared OMol25 entry of this formula, charge and spin) = 483.4 kJ/mol
Lowest unoccupied orbital energy = 0.588 eV

=====

Molecular formula: C12H20AlF5O3PS
Method: DFT, the ωB97M-V functional and the def2-TZVPD basis

Structure (XYZ):
```
43
Properties=species:S:1:pos:R:3:nbo_charge:R:1
C 2.93719 -0.75400 -0.32159 -0.444
C 2.20210 -0.23292 -1.38176 -0.145
C 0.74824 0.19687 -1.12040 -0.555
C 0.36345 1.58485 -1.69178 0.043
C 1.27137 2.00950 -2.91275 -0.576
C 1.09386 1.15758 -4.16855 0.866
O 0.78668 1.64559 -5.16054 -0.523
F 1.24457 -0.18003 -4.16079 -0.334
O 0.44378 2.66950 -0.75343 -0.575
C 1.49789 2.57568 0.13312 0.836
O 2.60157 2.68964 -0.21860 -0.548
C 1.25032 2.29432 1.62477 -0.525
C -0.20270 1.93639 2.05374 -0.422
C -0.33014 0.50273 2.70369 -0.401
C -1.48296 -0.38638 2.13643 -0.414
C -1.00092 -1.67771 1.42593 -0.629
P -1.43500 1.60921 -2.30301 0.818
S -2.59820 0.30789 -1.46146 -0.542
H 2.73082 -1.76431 0.05501 0.215
H 3.70395 -0.13848 0.17190 0.207
H 2.71179 -0.12687 -2.34336 0.205
H 0.50398 0.07597 -0.06033 0.269
H 0.09684 -0.53692 -1.64757 0.268
H 2.32519 2.10576 -2.62902 0.283
H 0.92396 3.01505 -3.18810 0.248
H 1.88861 1.44427 1.91209 0.246
H 1.63227 3.15882 2.18583 0.239
H -0.94648 1.99672 1.24759 0.222
H -0.53009 2.65852 2.81905 0.205
H 0.63026 -0.03751 2.69482 0.193
H -0.57990 0.67024 3.76528 0.203
H -2.09974 -0.71940 2.98716 0.209
H -2.15442 0.22640 1.51722 0.208
H 0.02405 -1.94533 1.74127 0.189
H -1.64018 -2.53916 1.65880 0.269
H -0.96149 -1.57962 0.33233 0.200
H -1.47804 1.52617 -3.71449 -0.008
H -1.90671 2.90963 -1.96909 -0.004
F -3.15513 -6.54434 3.06299 -0.791
Al -2.85424 -5.67222 1.60735 2.168
F -1.15447 -5.58832 1.32773 -0.791
F -3.48436 -4.07117 1.75583 -0.792
F -3.61755 -6.47262 0.28671 -0.790
```

Output
HOMO = -6.02 eV
Multiplicity = 1
Total charge = -1
Lowest unoccupied orbital energy = 1.435 eV

=====

Molecular formula: CH3NO
Method: DFT, the ωB97M-V functional and the def2-TZVPD basis

Structure (XYZ):
```
6
Properties=species:S:1:pos:R:3:nbo_charge:R:1
N 0.55445 -0.82353 0.54976 -0.822
C -0.09592 -0.04942 -0.38505 0.537
O -0.46668 1.08827 -0.31023 -0.548
H 0.58881 -0.47764 1.45778 0.368
H -0.04762 -1.58212 0.71417 0.370
H -0.11342 -0.58519 -1.22817 0.094
```

Output
HOMO = -10.38 eV
Multiplicity = 1
Structure (SMILES) = NC=O
Relative energy (zero: lowest compared OMol25 entry of this formula, charge and spin) = 71.2 kJ/mol
Lowest unoccupied orbital energy = 0.965 eV

=====

Molecular formula: C2H3ClF2O
Method: DFT, the ωB97M-V functional and the def2-TZVPD basis

Structure (XYZ):
```
9
Properties=species:S:1:pos:R:3:nbo_charge:R:1
C -0.30818 -0.52361 -0.41475 0.318
C 2.31709 0.17164 0.68956 0.415
O 0.76250 -1.18120 0.04806 -0.660
F -0.98685 0.11874 0.57007 -0.388
F 1.69690 1.27485 0.34188 -0.268
Cl 3.50159 -0.40365 -0.27587 0.151
H -1.04886 -1.36047 -0.94213 0.142
H -0.11282 0.32327 -1.20951 0.107
H 2.33094 -0.07716 1.66069 0.183
```

Output
HOMO (spin up / spin down) = -9.37 / -9.36 eV
Multiplicity = 1
Relative energy (zero: lowest compared OMol25 entry of this formula, charge and spin) = 324.0 kJ/mol
Lowest unoccupied orbital energy (spin up / spin down) = -0.869 / -0.871 eV

=====

Molecular formula: C16H13N5O2
Method: DFT, the ωB97M-V functional and the def2-TZVPD basis

Structure (XYZ):
```
36
Properties=species:S:1:pos:R:3:nbo_charge:R:1
O 5.54447 0.75214 -1.09753 -0.392
N 5.17136 -0.07477 -0.28584 0.531
O 5.88586 -0.57618 0.56233 -0.393
C 3.80674 -0.47807 -0.32765 -0.094
C 3.31075 -1.40365 0.60157 -0.118
C 1.98627 -1.74460 0.54394 -0.301
C 1.18976 -1.14254 -0.45016 0.409
N -0.13708 -1.37150 -0.54394 -0.413
N -0.80193 -2.18818 0.29464 -0.232
C -2.06202 -2.04567 0.46663 0.034
C -2.96313 -1.03424 -0.03211 0.016
C -4.27410 -1.21941 -0.43756 -0.231
C -4.75618 0.01297 -0.89656 -0.296
C -3.74349 0.92450 -0.74345 -0.030
N -2.65409 0.29727 -0.22660 -0.365
C -1.48912 0.96249 0.20733 0.217
C -0.97300 0.71408 1.47483 -0.252
C 0.19705 1.33449 1.87180 -0.185
C 0.84394 2.21589 1.02181 -0.218
C 0.31282 2.48613 -0.22799 -0.184
C -0.85018 1.86252 -0.63930 -0.251
N 1.67201 -0.27578 -1.35166 -0.476
C 2.94267 0.04307 -1.28931 0.112
H 3.97948 -1.81775 1.34095 0.250
H 1.53354 -2.44427 1.22564 0.247
H -0.63147 -0.81897 -1.24280 0.394
H -2.51696 -2.83589 1.05035 0.207
H -4.80025 -2.15341 -0.43113 0.225
H -5.73376 0.21178 -1.28769 0.229
H -3.72968 1.97980 -0.93284 0.221
H -1.48380 0.03089 2.13699 0.228
H 0.60193 1.12956 2.85110 0.221
H 1.76002 2.69303 1.33403 0.221
H 0.81206 3.17453 -0.89168 0.222
H -1.25534 2.05295 -1.62200 0.225
H 3.30485 0.74681 -2.02611 0.222
```

Output
HOMO = -8.09 eV
Multiplicity = 1
Structure (SMILES) = O=[N+]([O-])c1ccc(N/N=C\c2cccn2-c2ccccc2)nc1
Relative energy (zero: lowest compared OMol25 entry of this formula, charge and spin) = 461.5 kJ/mol
Lowest unoccupied orbital energy = -0.368 eV